88
Properties=species:S:1:pos:R:3:mulliken_charge:R:1 method="wB97M-V/def2-TZVPD" lumo_energy_ev=-1.140 smiles="O=S(=O)([C@H](CCc1ccccc1)O[C@@H](S)CNBr)C(F)(F)C(F)(F)C(F)(F)C(F)(F)F.O=[N+]([O-])c1ccccc1.O=[N+]([O-])c1ccccc1.O=[N+]([O-])c1ccccc1" homo_lumo_gap_ev=7.047 total_charge=0
O 5.59631 1.05829 0.88764 -0.65
S 5.03453 -0.09237 0.01931 1.27
O 5.07214 -1.37865 0.91170 -0.65
C 3.23986 0.20860 -0.56092 -0.33
C 2.66759 1.68482 -0.05254 -0.21
C 2.83199 2.77520 -1.26863 0.07
C 1.42039 3.40517 -1.81628 0.43
C 1.17526 3.36700 -3.46917 -0.35
C -0.15109 3.98972 -4.21723 -0.45
C -1.32061 4.69960 -3.27038 -0.47
C -1.11507 4.70269 -1.63415 -0.43
C 0.23777 4.06408 -0.88878 -0.46
O 2.46136 -0.91576 -0.02170 -0.47
C 1.51410 -1.46972 -1.00003 0.02
S 0.19699 -0.25715 -1.59108 -0.14
C 2.26065 -2.26609 -2.26725 -0.36
N 1.30636 -2.22423 -3.47767 -0.52
Br 2.09944 -3.46897 -4.69158 -0.10
C 6.23682 -0.36698 -1.38978 0.59
F 7.61446 -0.35280 -0.76926 -0.28
F 6.04422 -1.73890 -1.91355 -0.24
C 6.23619 0.80648 -2.54084 0.38
F 5.20423 0.37781 -3.55787 -0.32
F 5.98696 2.17743 -2.02727 -0.22
C 7.68175 0.89926 -3.37701 0.63
F 8.71584 1.68237 -2.62375 -0.26
F 8.24755 -0.47196 -3.63906 -0.27
C 7.53204 1.61325 -4.84945 0.60
F 6.47136 2.64328 -4.93865 -0.20
F 7.41455 0.51707 -5.85285 -0.22
F 8.85660 2.27780 -5.13523 -0.25
H 3.29034 0.26886 -1.72794 0.28
H 3.19773 2.08434 0.91467 0.28
H 1.52329 1.53063 0.25132 0.40
H 3.43904 2.39283 -2.19697 -0.13
H 3.46740 3.68038 -0.81923 0.31
H 1.99268 2.86530 -4.17530 0.19
H -0.24076 3.94820 -5.40341 0.28
H -2.25781 5.17880 -3.80476 0.27
H -1.94598 5.16967 -0.94703 0.31
H 0.36460 4.09990 0.27674 0.36
H 0.91757 -2.33130 -0.42785 0.21
H 0.53161 0.31686 -2.82758 0.08
H 2.43080 -3.38090 -1.95398 0.41
H 3.25139 -1.74293 -2.60777 0.35
H 1.41747 -1.30378 -3.99408 0.32
O 0.85202 6.77648 0.31209 -0.57
N -0.30603 6.81567 0.75377 1.05
O -0.99942 5.81686 0.99382 -0.59
C -0.89767 8.13532 1.00468 0.05
C -0.16279 9.29250 0.71199 -0.24
C -0.73992 10.54501 0.93002 -0.47
C -2.03598 10.63901 1.43945 -0.38
C -2.76165 9.48499 1.73990 -0.53
C -2.19613 8.22682 1.52343 -0.24
H 0.84821 9.23616 0.31442 0.42
H -0.18014 11.44898 0.69972 0.36
H -2.48384 11.61781 1.60247 0.36
H -3.77010 9.56652 2.13942 0.36
H -2.77586 7.33696 1.75966 0.41
O -1.59580 -2.40394 -1.07088 -0.55
N -1.41173 -2.47910 0.15312 1.06
O -0.40527 -2.05439 0.73853 -0.65
C -2.45497 -3.11928 0.96326 0.02
C -3.59301 -3.64733 0.33812 -0.24
C -4.57054 -4.27663 1.11130 -0.61
C -4.41366 -4.37261 2.49489 -0.42
C -3.28429 -3.83656 3.11600 -0.74
C -2.29859 -3.20742 2.35295 -0.21
H -3.73005 -3.58075 -0.73898 0.44
H -5.45423 -4.69554 0.63468 0.40
H -5.17588 -4.86918 3.09291 0.68
H -3.17066 -3.91274 4.19513 0.37
H -1.42276 -2.79759 2.85165 0.41
O -6.65180 -6.04658 3.76212 -0.65
N -6.50812 -7.14974 3.21432 1.03
O -6.50270 -7.32855 1.98792 -0.57
C -6.33781 -8.32463 4.07751 0.10
C -6.37509 -8.17374 5.47057 -0.27
C -6.23677 -9.29842 6.28626 -0.48
C -6.05855 -10.55936 5.71494 -0.36
C -6.01131 -10.70528 4.32747 -0.46
C -6.15131 -9.58827 3.50141 -0.26
H -6.51336 -7.19802 5.93124 0.41
H -6.27102 -9.19256 7.36847 0.36
H -5.95680 -11.43412 6.35497 0.36
H -5.86914 -11.69092 3.88983 0.36
H -6.11546 -9.71908 2.42190 0.42

***

75
Properties=species:S:1:pos:R:3:mulliken_charge:R:1 method="wB97M-V/def2-TZVPD" s_squared=0.7720 lumo_energy_ev="-5.657 / -5.884" de_lowest_kj_mol=0.0 homo_lumo_gap_ev="6.597 / 7.314" total_charge=+2 multiplicity=2
Ti 0.88676 -0.64693 0.64505 -0.20
Br 0.28033 6.64953 0.83779 -0.05
C 0.23023 4.82802 1.30432 -0.31
C -0.97796 4.24116 1.65079 -0.70
C -1.02072 2.89181 1.96030 -0.35
C 0.14321 2.13581 1.90633 -0.09
C 1.34863 2.72843 1.55025 0.12
C 1.39947 4.08134 1.26753 -0.77
N 0.13167 0.73169 2.13237 0.81
C -0.45870 0.23108 3.14588 -0.28
C -0.47943 -1.22254 3.28884 0.15
C -0.94704 -1.83199 4.43785 -0.87
C -0.87018 -3.21557 4.53806 -0.56
C -0.32069 -3.92533 3.48742 -0.91
C 0.12043 -3.24250 2.36062 -0.44
N 0.03424 -1.91680 2.24602 0.81
H -1.88304 4.83203 1.66210 0.46
H -1.97137 2.42381 2.18428 0.51
H 2.25397 2.13283 1.51223 0.29
H 2.33502 4.55387 1.00186 0.49
H -0.89920 0.84950 3.92603 0.57
H -1.35537 -1.23128 5.23947 0.55
H -1.22812 -3.72271 5.42373 0.46
H -0.23365 -5.00183 3.51982 0.48
H 0.53428 -3.76960 1.51605 0.55
N 4.98672 -0.55453 2.06057 -0.05
C 4.53278 -0.84197 3.32704 -0.84
C 3.18305 -0.97588 3.21858 -0.51
N 2.80945 -0.78444 1.91165 1.04
C 3.91881 -0.52996 1.24234 -0.23
C 3.80602 -0.20876 -0.17013 0.10
N 2.60894 0.05927 -0.65639 0.57
C 2.76761 0.24120 -2.00727 -0.22
C 4.08028 0.08891 -2.32891 -0.98
N 4.72825 -0.20013 -1.14882 -0.03
H 5.94456 -0.35866 1.81825 0.18
H 5.19829 -0.92487 4.16756 0.42
H 2.47076 -1.21251 3.99032 0.46
H 1.94030 0.49927 -2.64624 0.46
H 4.60657 0.17264 -3.26286 0.43
H 5.71070 -0.40276 -1.05930 0.19
N -0.48723 -0.03984 -0.44752 0.30
C -1.37464 0.44496 -1.21718 -1.16
C -2.41754 -0.46245 -1.81409 0.93
C -2.95275 -1.50605 -1.06157 -0.08
C -3.88507 -2.37333 -1.61628 -0.77
C -4.28172 -2.21901 -2.94006 -0.55
C -3.73719 -1.19354 -3.70853 -0.99
C -2.81593 -0.31462 -3.14534 -0.26
C -1.41953 1.89591 -1.53973 0.75
C -0.24709 2.64823 -1.50195 0.07
C -0.27705 4.01289 -1.72833 -0.91
C -1.48678 4.64888 -1.98029 -0.67
C -2.66139 3.91037 -2.00920 -0.99
C -2.62897 2.54011 -1.79775 -0.38
H -2.63446 -1.63022 -0.03449 0.36
H -4.31040 -3.16478 -1.01308 0.45
H -5.02131 -2.88362 -3.36778 0.42
H -4.04876 -1.06078 -4.73714 0.42
H -2.41056 0.49453 -3.74103 0.50
H 0.69199 2.15242 -1.28015 0.37
H 0.64033 4.58709 -1.70220 0.56
H -1.51260 5.71655 -2.15265 0.46
H -3.60699 4.40148 -2.19596 0.44
H -3.55573 1.97927 -1.80723 0.52
N -1.18126 -3.33017 -3.01601 -0.09
C 0.05256 -2.64008 -2.54596 -0.41
C 0.22295 -3.01338 -1.06222 0.99
O -0.54654 -3.85641 -0.61192 -0.74
O 1.14721 -2.38701 -0.45121 -0.54
H -1.93906 -2.66617 -3.24549 0.08
H -1.02972 -3.95381 -3.80447 0.40
H -1.45789 -3.87819 -2.16623 0.41
H -0.08943 -1.56757 -2.62574 -0.16
H 0.91669 -2.94228 -3.13260 0.56

***

79
Properties=species:S:1:pos:R:3:mulliken_charge:R:1 method="wB97M-V/def2-TZVPD" lumo_energy_ev=-3.815 de_lowest_kj_mol=72.7 homo_lumo_gap_ev=6.354 total_charge=+1
Y 0.19460 -0.21320 -0.64833 0.26
C 2.47122 1.56839 1.58143 -1.35
O 1.18274 1.60334 0.96257 1.00
C 0.39155 2.67943 1.46707 -0.89
C -0.94316 2.64559 0.75648 -0.62
O -1.30782 1.26568 0.71368 0.09
C -2.69100 0.91094 0.71457 -0.56
C -2.75277 -0.43963 1.39305 -0.77
O -1.67062 -1.22879 0.89664 0.86
C -1.65590 -2.52985 1.49038 -1.29
H 3.04255 2.45814 1.30966 0.31
H 2.98479 0.67853 1.22456 0.25
H 2.36455 1.51069 2.66682 0.42
H 0.89775 3.63332 1.29305 0.55
H 0.26361 2.53932 2.54415 0.37
H -0.88272 3.04185 -0.25966 0.03
H -1.68713 3.22356 1.30744 0.57
H -3.06366 0.87705 -0.31160 0.03
H -3.27690 1.64621 1.26895 0.58
H -3.70610 -0.93350 1.18473 0.50
H -2.63810 -0.33817 2.47633 0.28
H -2.54133 -3.09123 1.18687 0.28
H -1.62238 -2.44507 2.57866 0.40
H -0.76027 -3.04066 1.14386 0.27
O -4.51843 2.93539 -5.18757 -0.71
C -3.42808 3.45172 -4.90880 0.40
O -2.91611 4.55000 -5.16339 -0.71
C -2.53254 2.54983 -4.02214 -0.78
C -1.28283 2.98235 -3.60238 -0.97
C -0.57276 2.21542 -2.70045 0.39
N -1.04013 1.04087 -2.23736 0.65
C -2.20398 0.57239 -2.72555 0.37
C -2.96197 1.29024 -3.62879 -0.93
C -2.50208 -0.84836 -2.40311 1.09
C -3.72087 -1.44196 -2.70554 -1.04
C -3.85936 -2.80771 -2.52342 -0.66
C -2.78234 -3.54456 -2.05145 -1.03
C -1.62046 -2.86964 -1.72909 -0.08
N -1.48650 -1.55051 -1.87714 0.27
C 0.84003 2.51892 -2.34985 1.10
C 1.43148 3.74466 -2.62741 -1.04
C 2.79242 3.88959 -2.41694 -0.67
C 3.52666 2.81233 -1.94128 -1.01
C 2.85304 1.64291 -1.64496 -0.09
N 1.53823 1.50222 -1.82133 0.36
H -0.93640 3.92089 -4.01549 0.62
H -3.89110 0.94382 -4.06273 0.62
H -4.53547 -0.85285 -3.10023 0.49
H -4.79321 -3.29493 -2.76972 0.48
H -2.83773 -4.61724 -1.93524 0.49
H -0.75397 -3.39990 -1.35009 0.47
H 0.84500 4.56018 -3.02403 0.50
H 3.27833 4.82905 -2.64365 0.47
H 4.59636 2.87329 -1.80265 0.49
H 3.38062 0.77570 -1.26413 0.46
O 4.53189 -4.70879 -0.51886 -0.54
C 4.31616 -4.42215 0.74729 0.50
O 4.88048 -4.99431 1.63951 -0.57
C 3.28810 -3.36226 1.07489 -0.14
C 2.95073 -3.01137 2.37320 -0.18
Cl 3.57782 -3.72042 3.77240 -0.15
N 1.99998 -2.03195 2.34018 -0.30
N 1.69678 -1.73823 1.03918 1.35
C 2.47548 -2.52683 0.29495 -0.23
C 2.38123 -2.40451 -1.20344 0.80
O 3.05114 -3.09843 -1.94234 -0.81
O 1.53794 -1.51583 -1.59168 -0.61
C 1.36980 -1.29772 3.41590 0.55
C 0.31026 -0.45468 3.10852 0.89
C -0.32661 0.27967 4.09682 -0.76
C 0.08171 0.19463 5.41728 -1.03
C 1.14251 -0.63733 5.72354 -0.99
C 1.78687 -1.37878 4.74315 -1.00
H 3.96456 -4.18442 -1.13988 0.39
H -0.04838 -0.35697 2.10449 0.49
H -1.15293 0.92349 3.82172 0.41
H -0.41544 0.76641 6.18839 0.47
H 1.49146 -0.72215 6.74358 0.43
H 2.60913 -1.99311 5.04579 0.44